C7H7FN2O | ωB97M-V/def2-TZVPD

Structure (ORCA input):
```
! wB97M-V def2-TZVPD RIJCOSX def2/J DEFGRID3
* xyz 0 1
N -3.559 0.241 0.077
C -2.355 -0.443 -0.085
O -2.198 -1.543 -0.368
N -1.298 0.526 0.050
C 0.165 0.211 -0.025
C 1.035 1.291 -0.154
C 2.369 1.086 -0.103
C 2.880 -0.316 0.013
F 4.220 -0.555 -0.070
C 1.965 -1.323 0.141
C 0.598 -1.068 0.132
H -3.859 1.037 0.670
H -4.204 -0.297 0.163
H -1.591 1.570 -0.172
H 0.538 2.060 -0.226
H 3.045 1.861 -0.255
H 2.496 -2.440 0.216
H -0.248 -1.897 -0.003
*
```

For the energy, the calculation gives -555.4711 Ha. Its HOMO energy is -8.37 eV. The SMILES is NC(=O)Nc1ccc(F)cc1. The value obtained for the largest force on an atom is 13.2 eV/A. The orbital gap is 0.331 hartree. The value obtained for the relative energy (zero: lowest compared OMol25 entry of this formula, charge and spin) is 75.0 kJ/mol.

Charges in e, computed with Löwdin, in the same order as the atoms: 0.1799, -0.6014, 0.1336, 0.0958, -0.2143, -0.0379, 0.0369, -0.2458, 0.0322, -0.0459, -0.0481, 0.1368, -0.0437, 0.1813, 0.0226, 0.0886, 0.1794, 0.1501